Record 1
Here is a structure of composition C27H40CoN4O4PS3 from the OMol25 dataset. Energies are from ωB97M-V/def2-TZVPD.

Properties
HOMO energy (alpha / beta) = -13.4 / -13.4 eV
M = 670.7 g mol⁻¹
total charge = +2
spin multiplicity = 5

XYZ file:
```
80
Properties=species:S:1:pos:R:3:forces:R:3:lowdin_charge:R:1
Co 0.13055 -0.24934 0.53799 0.164 0.347 0.065 0.61
O 0.28802 -1.52944 -1.08672 -0.010 0.137 -0.020 -0.58
S 1.26090 -2.57711 -1.62565 0.113 0.007 0.407 1.04
C 2.55608 -1.62976 -2.47237 -0.128 0.155 -0.012 -0.28
C 2.00615 -0.34817 -3.10876 0.020 -0.003 0.048 -0.20
C 2.29812 0.86783 -2.22999 0.080 0.043 -0.221 -0.23
C 1.54603 2.12386 -2.64677 0.089 -0.076 0.044 -0.28
S -0.11126 2.23522 -1.88930 -0.134 0.008 0.238 1.09
O -0.19899 1.19463 -0.79105 0.059 0.307 -0.169 -0.59
C -1.11161 1.59210 -3.20228 -0.083 -0.041 -0.112 -0.39
C -1.16167 2.28453 -4.40769 -0.038 0.003 -0.056 -0.08
C -2.01365 1.82868 -5.40148 0.006 0.009 -0.042 -0.05
C -2.80775 0.70738 -5.17797 -0.016 -0.020 0.006 -0.05
C -2.75517 0.04165 -3.96085 -0.060 0.084 -0.085 -0.07
C -1.90564 0.48675 -2.95553 -0.122 0.088 -0.136 -0.09
C 0.42824 -3.29176 -3.00153 0.047 -0.092 -0.124 -0.40
C 0.93888 -4.48677 -3.49845 -0.008 -0.013 -0.049 -0.08
C 0.33380 -5.05254 -4.61072 -0.024 -0.008 -0.003 -0.05
C -0.76775 -4.43180 -5.19327 -0.009 0.006 -0.015 -0.04
C -1.27281 -3.24863 -4.66510 0.030 -0.033 0.012 -0.04
C -0.67534 -2.66535 -3.55492 -0.119 -0.009 -0.047 -0.06
H 2.99830 -2.32976 -3.18264 -0.015 0.026 -0.004 0.11
H 3.30393 -1.40876 -1.70357 -0.029 -0.044 -0.079 0.09
H 0.92784 -0.43407 -3.26089 0.004 -0.051 -0.021 0.09
H 2.44631 -0.20921 -4.09623 0.040 -0.015 -0.008 0.13
H 3.36663 1.08949 -2.23659 0.028 -0.013 -0.048 0.13
H 2.04148 0.63117 -1.20153 0.019 -0.005 0.198 0.06
H 1.38135 2.16644 -3.72456 0.070 0.066 0.035 0.09
H 2.05238 3.03750 -2.33369 0.038 -0.093 0.019 0.10
H -0.55785 3.17396 -4.57530 -0.091 -0.111 0.037 0.12
H -2.06564 2.35531 -6.34804 -0.001 -0.061 0.094 0.12
H -3.48067 0.36195 -5.95422 0.049 0.030 0.051 0.12
H -3.38518 -0.82220 -3.78553 -0.004 0.035 -0.009 0.12
H -1.85896 -0.01589 -1.99991 -0.002 0.033 0.016 0.10
H 1.79260 -4.97081 -3.02814 -0.123 0.074 -0.057 0.12
H 0.71263 -5.98375 -5.01485 -0.029 0.075 0.017 0.12
H -1.23960 -4.88089 -6.06154 0.053 0.056 0.116 0.12
H -2.13607 -2.77543 -5.11680 0.037 -0.035 -0.003 0.11
H -1.06789 -1.75148 -3.11828 0.176 -0.295 -0.115 0.07
O -0.45851 -1.82375 1.64077 -0.197 0.169 -0.093 -0.13
N 0.42005 -2.70431 1.95800 0.363 -0.174 0.105 -0.18
C -0.01989 -3.93180 2.28985 0.308 -0.331 0.184 0.03
C 0.86934 -4.89766 2.71170 -0.227 0.005 -0.030 0.02
C 2.23399 -4.61575 2.81231 0.152 0.084 0.007 -0.01
C 2.68326 -3.36564 2.46450 -0.120 -0.084 0.023 -0.04
C 1.78056 -2.38656 1.99898 -0.061 0.031 -0.047 -0.58
S 2.28226 -0.86839 1.46178 -0.046 -0.172 -0.011 0.95
H -1.08681 -4.06356 2.21342 -0.049 -0.006 -0.007 0.16
H 0.48258 -5.87414 2.97490 0.013 0.065 -0.017 0.13
H 2.92658 -5.37184 3.16041 -0.053 0.049 -0.025 0.13
H 3.73125 -3.09775 2.52664 -0.103 -0.006 -0.038 0.13
C 2.02544 2.88569 2.91487 -0.006 0.101 0.058 -0.08
N 0.62301 3.25026 3.11539 0.444 0.501 0.080 -0.29
C 0.44195 4.53605 3.81217 0.156 -0.173 -0.098 -0.09
P -0.51572 2.08364 3.05464 -0.287 0.029 -0.240 0.53
O -0.18207 1.12681 1.93829 0.068 -0.287 0.017 -0.35
N -0.70042 1.23330 4.43452 0.104 -0.377 0.531 -0.29
C -0.93200 1.95319 5.69518 0.037 -0.142 -0.108 -0.08
C -0.22265 -0.14069 4.59602 -0.049 0.164 0.104 -0.08
N -1.91334 2.92958 2.88504 -0.443 -0.099 -0.497 -0.29
C -1.99835 3.79695 1.68832 -0.017 -0.142 0.214 -0.08
C -3.17763 2.19922 3.11305 0.121 0.186 -0.065 -0.07
H 2.49814 3.54632 2.18286 -0.069 0.019 0.039 0.09
H 2.10934 1.86378 2.55171 -0.050 -0.003 -0.019 0.03
H 2.58563 2.96299 3.85112 -0.021 -0.006 -0.003 0.09
H 0.90831 5.33667 3.23294 0.001 -0.078 -0.026 0.09
H 0.90916 4.52166 4.80152 -0.001 -0.048 -0.040 0.09
H -0.61081 4.76933 3.92785 -0.057 -0.048 -0.020 0.07
H -1.27582 2.96748 5.50234 -0.004 -0.019 -0.053 0.08
H -0.02197 2.00270 6.29940 0.019 -0.013 -0.042 0.09
H -1.70103 1.44623 6.28000 -0.007 -0.042 -0.024 0.09
H -0.03142 -0.58816 3.62365 -0.037 0.107 0.020 0.03
H -0.97702 -0.74825 5.10401 -0.009 0.090 0.007 0.10
H 0.69476 -0.17095 5.19641 -0.051 0.026 -0.043 0.09
H -1.06385 4.32751 1.52970 0.044 -0.020 0.023 0.08
H -2.78780 4.53012 1.83581 -0.056 0.024 0.051 0.09
H -2.22937 3.21578 0.78825 0.013 -0.023 0.060 0.08
H -3.16352 1.69064 4.07128 0.044 -0.014 0.024 0.07
H -3.38083 1.46543 2.32330 0.052 0.064 0.027 0.09
H -3.99149 2.92227 3.12188 0.005 0.020 0.005 0.09
```
Forces are in eV/Å.


Record 2
Here is the molecule C5H5F from the OMol25 dataset. Energies are from ωB97M-V/def2-TZVPD.

Properties
HOMO energy = -8.5 eV
energy relative to the best compared isomer or geometry (same formula, charge and spin) = 0.0841 eV
M = 84.1 g mol⁻¹
structure (SMILES) = FC1=CC=CC1
spin multiplicity = 1

XYZ file:
```
11
Properties=species:S:1:pos:R:3:forces:R:3:lowdin_charge:R:1
C -0.73593 -0.05337 0.01434 1.797 1.187 -0.366 -0.32
C 0.00339 -1.15383 0.03370 0.670 -0.302 -0.453 -0.03
C 1.45580 -0.78405 -0.00192 -1.502 1.726 0.096 -0.06
C 1.50966 0.57447 0.01367 0.344 -0.571 -0.765 -0.11
C 0.14135 1.21141 -0.00660 -0.462 -1.328 0.534 -0.10
H -0.44856 -2.11689 -0.08652 0.137 -0.521 0.277 0.10
H 2.30812 -1.43547 -0.07750 -0.052 -0.217 0.123 0.09
H 2.41095 1.15940 -0.10804 0.017 -0.017 0.218 0.09
H -0.03303 1.75399 0.91090 -0.039 0.275 0.557 0.12
H -0.06233 1.94611 -0.79054 0.102 -0.432 -0.250 0.13
F -2.04675 -0.00832 -0.01860 -1.013 0.199 0.029 0.09
```
Forces are in eV/Å.